# 1
Density functional theory data (ωB97M-V/def2-TZVPD) for a cluster of 4 separate species, C15H36ClNO2 in total at a distorted geometry.

Summary:
HOMO-LUMO gap (eV): 7.877
Molecular weight (g mol⁻¹): 297.91
Charge: 0
2S+1: 1

Element x y z (Å)
1 C 3.99300 35.64000 30.71500
2 C 5.19600 35.54200 31.63600
3 C 5.48100 34.09700 31.99200
4 C 6.67300 34.06800 33.11700
5 N 7.04700 32.70700 33.73000
6 C 7.68400 31.73800 32.68700
7 C 6.95800 30.52500 32.53700
8 C 5.56000 30.81100 33.16500
9 C 5.80400 31.98200 34.12500
10 C 7.94600 32.87700 34.90900
11 C 7.42500 33.59200 36.11100
12 C 8.25600 33.33500 37.42600
13 H 3.08700 35.50000 31.11700
14 H 4.14000 34.89900 29.93000
15 H 3.97500 36.52100 30.25000
16 H 4.92900 36.00800 32.53500
17 H 5.97100 36.22000 31.25000
18 H 5.81200 33.64300 31.09700
19 H 4.63200 33.53800 32.40300
20 H 6.45700 34.78400 34.14200
21 H 7.56000 34.37600 32.68400
22 H 8.91100 31.54500 33.03100
23 H 7.66600 32.18700 31.81500
24 H 7.24900 29.58400 33.07200
25 H 6.88000 30.36200 31.49000
26 H 5.11500 29.94700 33.50100
27 H 4.91500 31.04900 32.33700
28 H 5.94600 31.53700 35.19200
29 H 4.95200 32.54100 34.19800
30 H 8.77900 33.38800 34.62500
31 H 8.22300 31.84900 35.23200
32 H 6.23900 33.59600 36.21200
33 H 7.26800 34.60800 35.97000
34 H 7.83500 33.37400 38.26600
35 H 9.21000 33.76500 37.55200
36 H 8.53100 32.03500 37.54200
37 Cl 4.54600 36.14400 35.53400
38 C 4.64400 34.50100 40.74000
39 C 5.06600 35.10800 39.44000
40 O 4.27400 34.55700 38.42100
41 H 5.06700 34.95300 41.61100
42 H 5.23800 33.53300 40.78200
43 H 3.56600 34.54200 40.91200
44 H 6.04800 35.00000 39.30000
45 H 4.69200 36.05600 39.44700
46 H 4.49700 34.96900 37.62000
47 C 4.08400 39.93800 38.78100
48 C 5.21100 38.98500 38.16300
49 O 5.15400 38.99600 36.69700
50 H 2.98900 39.69100 38.61200
51 H 4.38700 41.03500 38.56900
52 H 3.94200 39.95800 39.85400
53 H 5.03900 38.06200 38.44300
54 H 6.19000 39.22100 38.51000
55 H 4.91300 38.17100 36.32600

---

# 2
Density functional theory data (ωB97M-V/def2-TZVPD) for a cluster of 4 separate species, C15H36ClNO2 in total at a distorted geometry.

Summary:
HOMO-LUMO gap (eV): 8.101
Molecular weight (g mol⁻¹): 297.91
Charge: 0
2S+1: 1

Element x y z (Å)
1 C -4.49802 0.63760 -0.33218
2 C -3.39902 -0.40440 -0.52618
3 C -2.12502 0.28560 -0.83018
4 C -0.77802 -0.59540 -0.59618
5 N 0.44298 -0.24040 -1.29818
6 C 0.85898 1.19060 -1.09518
7 C 0.44198 2.09360 -2.29918
8 C 0.42798 1.13560 -3.43318
9 C 0.14398 -0.28140 -2.81318
10 C 1.53298 -1.15740 -1.06118
11 C 1.15998 -2.71040 -1.14118
12 C 2.39498 -3.52340 -0.72218
13 H -4.61702 0.90760 -1.21918
14 H -3.95502 1.33860 0.41082
15 H -5.47302 0.17960 -0.23818
16 H -3.61402 -1.08140 -1.35818
17 H -3.15302 -0.87040 0.63282
18 H -2.06902 1.26760 -0.26618
19 H -2.27802 0.51360 -1.79818
20 H -1.23502 -1.58040 -0.78818
21 H -0.71602 -0.56140 0.40882
22 H 2.00698 1.28660 -1.12518
23 H 0.70998 1.46960 -0.14818
24 H 1.26298 2.81060 -2.43918
25 H -0.62002 2.68260 -2.24318
26 H 1.41998 1.13060 -3.89118
27 H -0.40402 1.31660 -4.31818
28 H 0.77898 -0.97540 -3.30418
29 H -0.79202 -0.67140 -3.10418
30 H 1.85198 -1.07840 0.04582
31 H 2.36598 -1.10340 -1.63018
32 H 0.64298 -2.87840 -2.09618
33 H 0.40798 -2.97840 -0.30618
34 H 2.17098 -4.69240 -0.72018
35 H 2.54498 -3.34340 0.40882
36 H 3.20998 -3.45640 -1.37918
37 Cl 1.14398 0.81660 2.59782
38 C 2.01598 -3.52640 3.42182
39 C 2.96598 -2.44940 3.60082
40 O 3.12898 -1.68740 2.47482
41 H 1.74998 -3.78540 4.42982
42 H 2.40098 -4.45240 2.91382
43 H 1.06198 -3.31840 2.88182
44 H 3.97098 -3.00340 3.74582
45 H 2.81298 -1.71940 4.39982
46 H 2.53898 -0.92540 2.59782
47 C -1.72402 4.97660 1.35182
48 C -0.75502 3.85460 1.30482
49 O -1.06802 3.14760 2.45982
50 H -1.87602 5.45960 0.54282
51 H -1.54402 5.82360 2.08582
52 H -2.76102 4.68960 1.47682
53 H 0.13698 4.25460 1.04382
54 H -0.92202 3.25360 0.48682
55 H -0.32902 2.52860 2.79782

---

# 3
Density functional theory data (ωB97M-V/def2-TZVPD) for a structure of composition C15H37B3BrFO9 at a distorted geometry.

Summary:
HOMO-LUMO gap (eV): 9.591
Molecular weight (g mol⁻¹): 492.79
Charge: 0
2S+1: 1

Element x y z (Å)
1 C 6.45905 -1.69862 2.10797
2 C 5.75255 -0.44031 2.58362
3 Br 5.08690 0.49712 0.99450
4 C 4.66989 -0.73484 3.62792
5 B 3.23253 -1.04701 3.07708
6 O 2.35737 -0.08984 2.62744
7 B 1.21739 -0.66142 2.09067
8 O 1.43302 -1.72236 1.21172
9 B 2.05490 -2.72165 1.94264
10 F 1.92819 -3.99222 1.56253
11 O 2.77907 -2.37871 3.05870
12 H 7.29716 -1.46048 1.46215
13 H 5.76381 -2.28155 1.50343
14 H 6.76905 -2.31079 2.94984
15 H 6.48319 0.23940 3.00655
16 H 5.01272 -1.57984 4.22207
17 H 4.60413 0.11236 4.31075
18 H 0.12448 -0.32297 2.39877
19 C 1.18371 -3.39091 -1.59313
20 O 1.85896 -3.06009 -2.79830
21 C 1.53510 -3.91207 -3.88279
22 C 0.55387 -3.26145 -4.83189
23 O -0.71594 -3.07023 -4.22771
24 C -0.94136 -1.74188 -3.79986
25 H 1.34285 -2.57518 -0.88874
26 H 0.10932 -3.51014 -1.75770
27 H 1.58878 -4.31427 -1.16784
28 H 1.13481 -4.86412 -3.52117
29 H 2.46332 -4.11913 -4.42560
30 H 0.40685 -3.91738 -5.69576
31 H 0.95571 -2.31003 -5.19356
32 H -1.09596 -1.07970 -4.66016
33 H -0.11072 -1.36520 -3.19676
34 H -1.84647 -1.74338 -3.19367
35 C -3.96663 3.51493 4.02756
36 O -4.50390 2.79430 2.93534
37 C -3.53556 2.45749 1.95209
38 C -3.10021 1.01621 2.05211
39 O -2.37593 0.75740 3.24644
40 C -3.14255 0.09986 4.23767
41 H -4.73162 3.55772 4.80114
42 H -3.07807 3.02621 4.43539
43 H -3.71148 4.53773 3.72871
44 H -2.66653 3.11857 2.02322
45 H -3.99531 2.61019 0.97174
46 H -2.42950 0.80291 1.21385
47 H -3.96477 0.34997 1.97397
48 H -3.32864 -0.94199 3.95387
49 H -4.09712 0.60349 4.40867
50 H -2.56533 0.11189 5.16097
51 C 0.02930 2.24882 -3.55917
52 O -1.28675 2.54085 -3.99490
53 C -2.27032 1.70036 -3.41534
54 C -3.01336 2.39240 -2.29558
55 O -2.16577 2.65304 -1.18706
56 C -1.74016 4.00231 -1.11398
57 H 0.67509 3.05421 -3.90428
58 H 0.08945 2.18900 -2.46962
59 H 0.38025 1.30621 -3.99304
60 H -1.81774 0.77417 -3.04901
61 H -2.98406 1.43988 -4.20332
62 H -3.81476 1.73271 -1.94639
63 H -3.47089 3.31793 -2.65689
64 H -2.56865 4.65160 -0.80956
65 H -1.33966 4.34982 -2.06892
66 H -0.95711 4.05873 -0.35937

---

# 4
Density functional theory data (ωB97M-V/def2-TZVPD) for a structure of composition C15H37BrGa.

Summary:
HOMO-LUMO gap (eV): 7.772
Molecular weight (g mol⁻¹): 367.09
Charge: -1
2S+1: 1

Element x y z (Å)
1 C 0.13997 -2.01139 -0.62089
2 C -0.29446 -3.48154 -0.58475
3 Br -0.76109 -3.98801 1.27120
4 C -1.44856 -3.73838 -1.54961
5 Ga -3.19414 -2.69447 -1.14703
6 H -0.25288 -1.50893 0.25657
7 H 1.22287 -1.93682 -0.64405
8 H -0.31369 -1.53233 -1.47979
9 H 0.53712 -4.13798 -0.80870
10 H -1.59253 -4.81356 -1.64160
11 H -1.08016 -3.36891 -2.50367
12 H -4.47080 -3.66955 -1.28128
13 H -3.30182 -1.52245 -2.26145
14 H -3.22801 -2.01194 0.29985
15 C -2.80838 4.77912 -3.52742
16 C -3.07081 4.51078 -2.04866
17 C -1.83578 4.03080 -1.28857
18 C -1.25367 2.70490 -1.78248
19 C -2.22775 1.52540 -1.76565
20 C -2.74096 1.17389 -0.37510
21 H -2.49154 3.87554 -4.04908
22 H -3.71077 5.14383 -4.02190
23 H -2.02877 5.53450 -3.65311
24 H -3.87774 3.78135 -1.94680
25 H -3.43062 5.43168 -1.57953
26 H -2.08481 3.94560 -0.22760
27 H -1.05802 4.80085 -1.35492
28 H -0.38771 2.45628 -1.15980
29 H -0.86602 2.83343 -2.79846
30 H -1.72400 0.65063 -2.18084
31 H -3.07442 1.72386 -2.42889
32 H -1.91195 0.92450 0.29164
33 H -3.39657 0.30535 -0.42378
34 H -3.30431 1.99924 0.07043
35 C 3.13960 -3.50175 2.18435
36 C 2.95120 -2.42577 3.24855
37 C 2.13580 -1.23227 2.75104
38 C 2.75990 -0.46790 1.58300
39 C 4.16062 0.08357 1.84761
40 C 4.21037 1.09684 2.98762
41 H 3.69646 -3.12554 1.32375
42 H 3.68969 -4.35622 2.58404
43 H 2.16725 -3.84990 1.83625
44 H 3.92630 -2.09428 3.62140
45 H 2.43023 -2.86187 4.10498
46 H 1.96041 -0.54691 3.58614
47 H 1.14893 -1.58712 2.44023
48 H 2.09625 0.36155 1.31885
49 H 2.79385 -1.11442 0.70258
50 H 4.52301 0.56163 0.93304
51 H 4.85374 -0.73615 2.05690
52 H 3.55352 1.94449 2.78120
53 H 5.22291 1.48396 3.11901
54 H 3.90274 0.65274 3.93514

---

Which value of 2S+1 does entry 3 give? 1